The molecule C3H4N2S, computed with ωB97M-V with the def2-TZVPD basis set.

Values from the calculation:
- Multiplicity: 1
- HOMO: -8.507 eV
- Structure (SMILES): C=C(C#N)SN
- Molecular weight: 100.15 g mol⁻¹
- ΔE to the lowest compared entry with this formula, charge and spin: 68.1 kcal per mole
- Frontier orbital gap: 8.39 eV

```
10
Properties=species:S:1:pos:R:3:forces:R:3
C -3.106 -0.233 0.118 -0.65 0.25 -0.03
C -0.972 -1.237 -0.016 -1.13 2.91 1.95
C -1.754 -0.009 0.113 4.75 -5.40 -1.10
N -4.201 -0.491 -0.022 -2.16 -0.35 0.04
N 0.449 1.293 0.040 3.66 1.56 1.43
S -1.176 1.552 -0.105 -1.19 1.70 0.25
H 0.098 -1.355 0.084 0.37 1.24 -0.64
H -1.302 -2.200 0.331 -1.46 -0.04 -0.37
H 0.954 2.245 -0.125 -1.27 -2.24 0.09
H 0.768 1.032 1.030 -0.91 0.37 -1.62
```
Positions in Å, forces in eV/Å.